Entry 1:
DFT (ωB97M-V/def2-TZVPD) results for 2 unconnected molecules or ions with the total composition C6H16NS.

As for the total charge: +1. The largest force on an atom comes out at 0.0881 hartree/bohr. The calculation puts the highest occupied orbital energy at -0.5068 hartree. Its energy above the lowest of the compared OMol25 structures with the same formula, charge and spin is 81.0 kcal per mole. The value obtained for the frontier orbital gap is 10.1 eV. The LUMO energy comes out at -3.67 eV.

Cartesian coordinates (Å):
C (2.0905, 2.3161, -0.0861)
C (-1.6002, -0.3749, -0.9903)
C (0.2197, -1.7364, -0.5652)
C (-1.5423, -1.3958, 1.1485)
C (1.2261, 1.1710, -0.6614)
C (0.3176, 0.8745, 0.4477)
N (-0.7085, -0.8314, 0.0587)
S (-0.9344, 1.9420, 0.9438)
H (1.4616, 3.3397, -0.0355)
H (2.9176, 2.6223, -0.5994)
H (2.5376, 1.9221, 0.8995)
H (-2.3116, 0.2858, -0.7256)
H (-1.0514, 0.0804, -1.6859)
H (-2.2339, -1.1897, -1.5106)
H (-0.3007, -2.7470, -0.8315)
H (0.7039, -1.4223, -1.5249)
H (0.8350, -2.1380, 0.2285)
H (-2.5463, -1.0591, 1.0546)
H (-1.4876, -2.4145, 1.2092)
H (-1.1593, -1.1051, 2.0808)
H (2.0575, 0.4787, -0.8448)
H (0.7652, 1.6570, -1.4447)
H (0.8251, 0.5745, 1.3979)
H (-1.2975, 1.2861, 2.1118)

Entry 2:
DFT (ωB97M-V/def2-TZVPD) results for C18H17NO2 in the gas phase.

The largest force on an atom comes out at 0.0109 hartree/bohr. The calculation puts the highest occupied orbital energy at -0.3335 hartree. Its energy above the lowest of the compared OMol25 structures with the same formula, charge and spin is 0.0 kcal per mole. The value obtained for the frontier orbital gap is 9.4 eV. The LUMO energy comes out at 0.36 eV. As for the SMILES: CCCCn1c(=O)c2ccccc2c2ccccc2c1=O.

Cartesian coordinates (Å):
C (-3.3780, -0.5870, 0.6159)
C (-3.8924, 0.8334, 0.4227)
C (-2.7891, 1.8902, 0.4270)
C (-1.8128, 1.8181, -0.7542)
N (-0.6310, 0.9861, -0.5014)
C (0.3332, 1.5804, 0.3012)
O (0.0393, 2.5024, 1.0307)
C (1.7560, 1.2243, 0.0691)
C (2.6173, 2.3212, 0.0103)
C (3.9653, 2.1558, -0.2308)
C (4.4768, 0.8787, -0.4032)
C (3.6405, -0.2151, -0.3101)
C (2.2739, -0.0642, -0.0678)
C (1.4376, -1.2578, 0.0579)
C (1.9389, -2.3827, 0.7144)
C (1.2226, -3.5614, 0.7628)
C (0.0000, -3.6519, 0.1157)
C (-0.5111, -2.5465, -0.5326)
C (0.1757, -1.3315, -0.5350)
C (-0.5420, -0.2136, -1.2002)
O (-1.1764, -0.3891, -2.2176)
H (-1.4577, -2.6066, -1.0476)
H (-0.5526, -4.5788, 0.1189)
H (1.6234, -4.4141, 1.2902)
H (2.8972, -2.3170, 1.2075)
H (4.0405, -1.2082, -0.4497)
H (5.5282, 0.7365, -0.6037)
H (4.6145, 3.0161, -0.2854)
H (2.2006, 3.3067, 0.1538)
H (-2.3037, 1.4114, -1.6395)
H (-1.4535, 2.8260, -0.9780)
H (-3.2616, 2.8738, 0.3956)
H (-2.2271, 1.8324, 1.3589)
H (-4.5874, 1.0736, 1.2309)
H (-4.4466, 0.8913, -0.5170)
H (-4.2081, -1.2726, 0.7717)
H (-2.7184, -0.6448, 1.4799)
H (-2.8315, -0.9160, -0.2614)

Entry 3:
DFT (ωB97M-V/def2-TZVPD) results for C10H17ClIN4O2P in the gas phase.

The largest force on an atom comes out at 0.1054 hartree/bohr. The calculation puts the highest occupied orbital energy at -0.2220 hartree. Its energy above the lowest of the compared OMol25 structures with the same formula, charge and spin is 22.1 kcal per mole. The value obtained for the frontier orbital gap is 4.9 eV. The LUMO energy comes out at -1.09 eV.

Cartesian coordinates (Å):
C (-1.9325, -1.7425, -3.6093)
C (-1.1507, -2.4424, -2.4330)
C (-2.0014, -2.2689, -1.1325)
C (-1.1282, -1.7781, 0.0696)
C (-1.5198, -0.3816, 0.6263)
C (-0.5918, -0.0265, 1.8341)
C (0.4719, 1.0650, 1.6806)
C (0.7576, 1.8086, 2.7868)
N (0.2299, 1.7325, 4.0827)
N (1.7626, 2.7081, 2.4496)
Cl (2.5023, 3.8306, 3.4549)
C (2.0308, 2.4721, 1.1846)
O (2.9969, 3.1055, 0.4282)
C (4.0473, 2.2839, 0.4139)
N (4.8879, 1.5064, 0.3220)
N (1.3202, 1.5122, 0.6325)
P (1.4466, 0.8791, -1.0647)
O (0.2678, 1.3292, -1.8876)
H (-3.0028, -1.6824, -3.3551)
H (-1.8574, -2.3511, -4.5243)
H (-1.5323, -0.7415, -3.8035)
H (-0.2151, -1.8846, -2.3165)
H (-0.9868, -3.4998, -2.6800)
H (-2.8483, -1.5810, -1.2527)
H (-2.4017, -3.2716, -0.9016)
H (-0.0424, -1.8251, -0.1108)
H (-1.3084, -2.4941, 0.8973)
H (-1.6151, 0.4056, -0.1331)
H (-2.5280, -0.5142, 1.0608)
H (-1.2619, 0.3501, 2.6257)
H (-0.1265, -0.9369, 2.2498)
H (0.0159, 0.7604, 4.2663)
H (-0.5908, 2.3193, 4.1879)
H (2.6087, 1.5048, -1.5689)
H (1.7262, -0.5064, -1.0942)
I (1.7816, 0.3946, -3.5221)

Entry 4:
DFT (ωB97M-V/def2-TZVPD) results for 5 unconnected molecules or ions with the total composition C2H13NO5.

The largest force on an atom comes out at 0.0459 hartree/bohr. The calculation puts the highest occupied orbital energy at -0.3835 hartree. Its energy above the lowest of the compared OMol25 structures with the same formula, charge and spin is 21.3 kcal per mole. The value obtained for the frontier orbital gap is 11.0 eV. The LUMO energy comes out at 0.56 eV. As for the SMILES: CC(N)=O.O.O.O.O.

Cartesian coordinates (Å):
C (-0.7695, -1.4631, 1.0841)
C (0.6845, -1.1695, 1.1231)
N (1.4162, -2.0691, 1.8460)
O (1.2551, -0.1818, 0.6775)
H (-1.1321, -2.1099, 1.8828)
H (-1.3076, -1.6857, 0.1633)
H (-1.4104, -0.5980, 1.2484)
H (2.4158, -1.9535, 1.7828)
H (1.1217, -3.0132, 2.0273)
H (2.0234, 1.8064, -0.5701)
H (1.9807, 0.4282, -1.0792)
O (2.1345, 1.3314, -1.4052)
H (-0.1271, 1.1072, -3.2926)
H (0.5876, 1.9027, -2.3052)
O (-0.3251, 1.8016, -2.6467)
H (-0.7835, 0.5510, -1.1909)
H (-2.0689, 0.3021, -1.9574)
O (-1.6520, 0.1263, -1.1111)
H (-1.4494, 1.8941, 1.9728)
H (-1.4039, 1.0575, 0.7031)
O (-1.1901, 1.9354, 1.0471)

Entry 5:
DFT (ωB97M-V/def2-TZVPD) results for 2 unconnected molecules or ions with the total composition C5H10Cl2Si.

As for the expectation value of S²: 2.013. As for the spin multiplicity: 3. The largest force on an atom comes out at 0.0583 hartree/bohr. The calculation puts the highest occupied orbital energy (spin up / spin down) at -0.2913 / -0.3362 hartree. Its energy above the lowest of the compared OMol25 structures with the same formula, charge and spin is 27.4 kcal per mole. The value obtained for the frontier orbital gap (spin up / spin down) is 8.7 / 8.0 eV. The LUMO energy (spin up / spin down) comes out at 0.81 / -1.17 eV.

Cartesian coordinates (Å):
C (1.5949, -1.3012, -0.5000)
C (1.9126, -0.1272, -0.0380)
C (2.5064, 0.0441, 1.3550)
C (1.7520, 1.1654, -0.7553)
C (-4.0764, -0.4162, -0.6836)
Si (-2.3006, 0.2214, -0.5725)
Cl (-4.0087, -2.0099, 0.2891)
Cl (-1.8988, 0.8623, 1.3738)
H (1.6203, -2.3313, -0.1945)
H (3.5760, 0.1644, 1.0281)
H (2.0986, 0.9392, 1.7118)
H (2.4374, -0.7624, 2.0581)
H (1.7436, 1.0967, -1.8739)
H (2.6284, 1.7878, -0.3991)
H (0.8422, 1.5664, -0.4676)
H (-4.7741, 0.3144, -0.2221)
H (-4.6135, -0.6560, -1.5562)
H (-1.0403, -0.5581, -0.5532)